1.
{
  "formula": "C20H59O10V",
  "method": "ωB97M-V with the def2-TZVPD basis set",
  "species": ["V", "O", "H", "H", "H", "C", "C", "C", "O", "H", "H", "H", "H", "H", "H", "H", "C", "C", "C", "O", "H", "H", "H", "H", "H", "H", "H", "C", "C", "O", "H", "H", "H", "H", "H", "H", "C", "C", "O", "H", "H", "H", "H", "H", "H", "C", "C", "O", "H", "H", "H", "H", "H", "H", "C", "C", "O", "H", "H", "H", "H", "H", "H", "C", "C", "O", "H", "H", "H", "H", "H", "H", "C", "C", "O", "H", "H", "H", "H", "H", "H", "C", "C", "O", "H", "H", "H", "H", "H", "H"],
  "xyz": [[-3.145010, -2.101766, -0.431803], [-3.922645, 1.723117, 0.723193], [-3.500563, 2.331526, 1.373558], [-4.796011, 1.391840, 0.979403], [-3.284216, 1.062818, 0.271169], [-0.500996, 0.505216, -2.021284], [-0.898491, 0.544351, -0.532046], [-0.851770, 1.992792, 0.023251], [-2.159515, -0.029135, -0.303094], [-0.580296, -0.466819, -2.502922], [0.548749, 0.785698, -2.158576], [-1.057132, 1.259369, -2.582346], [-0.191158, -0.102732, 0.009054], [0.204370, 2.191912, 0.215960], [-1.393914, 2.028670, 0.965258], [-1.208741, 2.740179, -0.685739], [-3.360022, -3.162020, 3.158411], [-3.505101, -1.683956, 2.853851], [-2.246562, -0.881363, 3.054558], [-4.055704, -1.552180, 1.555753], [-2.741237, -3.683798, 2.422047], [-4.330439, -3.644335, 3.267047], [-2.865645, -3.374180, 4.115104], [-4.268853, -1.252217, 3.514553], [-1.373946, -1.381265, 2.623660], [-2.042679, -0.618971, 4.093044], [-2.279652, 0.061837, 2.501499], [-0.614404, -3.737000, -3.926594], [-1.980754, -3.179658, -3.611551], [-1.951245, -2.612201, -2.296573], [0.201349, -3.046114, -3.673207], [-0.490776, -3.933938, -4.991309], [-0.283708, -4.591775, -3.333113], [-2.700838, -3.997460, -3.541122], [-2.340151, -2.528004, -4.410067], [-1.182314, -2.028149, -2.238162], [1.282113, -0.442566, -5.114524], [2.721127, -0.618811, -4.705274], [3.248553, 0.646502, -4.336692], [0.832085, -1.423283, -5.287703], [1.225114, 0.110973, -6.050495], [0.726802, 0.012702, -4.296780], [3.337809, -1.128834, -5.453278], [2.798066, -1.289132, -3.837631], [4.058147, 0.472083, -3.834578], [0.701163, 4.475848, -2.279099], [1.778462, 3.421849, -1.992058], [2.959019, 3.994151, -1.428372], [0.119228, 4.718399, -1.385728], [-0.035885, 4.054416, -2.964668], [1.164112, 5.377586, -2.673762], [1.915195, 2.805269, -2.882126], [1.488622, 2.671077, -1.244919], [2.626893, 4.626317, -0.782416], [1.245494, -3.194367, 1.244114], [0.243055, -3.121872, 0.075226], [-1.023991, -2.712174, 0.609285], [1.502770, -2.216602, 1.652213], [2.126153, -3.509752, 0.669401], [1.040642, -3.870359, 2.071427], [0.152185, -4.115724, -0.371435], [0.607217, -2.403606, -0.660130], [-1.070960, -2.970506, 1.533190], [1.673875, 0.537628, 2.674951], [3.054612, 0.541299, 3.285251], [2.947100, 0.720677, 4.684329], [1.121515, 1.468522, 2.833564], [0.993243, -0.145763, 3.188869], [1.729566, 0.319728, 1.607577], [3.797309, 1.220061, 2.845396], [3.577129, -0.413965, 3.121323], [3.504754, 0.093197, 5.144845], [-2.546426, 2.275032, 5.111792], [-3.661654, 2.722049, 4.139528], [-3.006680, 3.220111, 2.957578], [-2.904031, 1.800349, 6.025770], [-1.957857, 3.118778, 5.486009], [-1.829320, 1.640558, 4.594982], [-4.276408, 3.468458, 4.642171], [-4.293574, 1.861813, 3.926556], [-2.397212, 3.889477, 3.285821], [3.541146, 0.871788, -0.969507], [4.527544, -0.293357, -0.952642], [4.894914, -0.544458, -2.288169], [3.996769, 1.782888, -1.356470], [3.142464, 1.139142, 0.016246], [2.613104, 0.741840, -1.532194], [4.039242, -1.176566, -0.531561], [5.280943, 0.068132, -0.248104], [5.818768, -0.327294, -2.447964]],
  "atomic_forces_ev_per_a": [[1.71, 2.38, 2.96], [-0.45, 0.85, -0.24], [0.03, 0.09, 0.53], [0.27, -0.31, 0.19], [1.23, -1.55, -0.41], [0.51, 0.87, 0.41], [-0.44, -0.50, -0.41], [0.80, -1.11, -0.30], [-2.25, -0.22, -0.23], [-0.27, -0.02, 0.05], [0.00, -0.01, 0.18], [-0.29, -0.28, -0.13], [0.29, 0.36, 0.17], [-0.15, 0.36, 0.22], [0.11, 0.11, 0.13], [-0.21, -0.10, 0.00], [0.36, -0.32, 1.19], [-1.10, -0.04, -0.88], [0.80, 0.44, -0.40], [0.83, -0.44, -2.31], [-0.27, 0.04, -0.29], [-0.04, -0.02, -0.49], [0.07, 0.32, 0.06], [0.03, -0.19, 0.30], [0.07, -0.01, 0.25], [-0.01, -0.34, 0.11], [-0.29, -0.02, 0.00], [1.17, 0.19, -0.03], [0.08, -1.38, -0.04], [-0.56, 0.57, 0.56], [-0.35, 0.55, -0.23], [-0.12, -0.23, 0.06], [-0.73, -0.36, -0.15], [-0.02, 0.06, -0.06], [0.12, 0.53, 0.42], [-0.13, 0.06, 0.02], [0.16, -0.60, -0.22], [0.35, -0.30, 0.81], [0.10, -0.05, -0.28], [0.02, -0.03, -0.12], [-0.23, 0.26, 0.18], [0.00, 0.34, -0.26], [-0.14, 0.32, -0.38], [-0.24, 0.01, 0.12], [-0.23, 0.07, 0.08], [-0.13, -0.80, 0.48], [-0.65, -0.32, 0.76], [0.01, 0.15, -0.72], [0.26, 0.22, 0.14], [0.12, 0.22, -0.28], [-0.12, -0.02, -0.21], [1.01, 0.48, -0.18], [-0.68, 0.23, -0.19], [0.27, 0.06, 0.04], [0.89, 0.39, -1.70], [0.11, -0.49, 1.94], [-1.13, 0.23, -1.22], [-0.31, 0.11, -0.05], [0.36, -0.29, 0.79], [-0.28, -0.27, -0.30], [-0.06, 0.14, -0.16], [-0.28, 0.11, 0.01], [-0.07, -0.01, 0.07], [-0.42, 0.38, 0.08], [0.88, -1.09, 0.22], [-0.24, 0.50, 0.31], [0.51, 0.38, -0.27], [0.43, -0.56, -0.14], [-0.20, -0.01, 0.00], [-0.64, 0.61, -0.01], [-0.51, -0.22, -0.21], [0.12, 0.00, -0.01], [-0.01, 0.39, 0.06], [1.26, -0.53, 1.43], [-0.91, -0.26, -0.13], [-0.23, -0.25, -0.23], [-0.17, 0.26, -0.22], [-0.17, -0.28, 0.03], [-0.10, 0.25, -0.37], [0.05, 0.06, -0.57], [0.12, 0.07, -0.40], [-0.86, 0.52, 0.36], [-1.69, 1.30, 0.63], [0.87, -0.33, -0.35], [0.16, -0.09, -0.02], [0.49, -0.15, 0.26], [0.36, -0.57, -0.43], [0.25, -0.14, -0.08], [0.70, -0.61, -0.48], [0.02, -0.09, 0.19]],
  "lowdin_spin": [2.9129, 0.0000, 0.0000, 0.0000, 0.0000, 0.0006, 0.0012, -0.0012, 0.0133, 0.0000, 0.0001, 0.0000, 0.0005, -0.0002, 0.0000, 0.0000, 0.0014, 0.0007, 0.0006, 0.0152, 0.0008, 0.0000, 0.0001, -0.0013, 0.0001, 0.0000, 0.0001, -0.0001, 0.0038, 0.0369, 0.0000, 0.0000, 0.0000, 0.0009, 0.0004, 0.0014, 0.0000, 0.0000, 0.0000, 0.0000, 0.0000, 0.0000, 0.0000, 0.0000, 0.0000, 0.0000, 0.0000, 0.0000, 0.0000, 0.0000, 0.0000, 0.0000, 0.0000, 0.0000, -0.0003, 0.0007, 0.0107, 0.0000, -0.0001, 0.0000, 0.0001, 0.0001, 0.0006, 0.0000, 0.0000, 0.0000, 0.0000, 0.0000, 0.0000, 0.0000, 0.0000, 0.0000, 0.0000, 0.0000, 0.0000, 0.0000, 0.0000, 0.0000, 0.0000, 0.0000, 0.0000, 0.0000, 0.0000, 0.0000, 0.0000, 0.0000, 0.0000, 0.0000, 0.0000, 0.0000],
  "total_charge": 1,
  "spin_multiplicity": 4,
  "e_lumo_ev": [-3.122, -3.195],
  "s_squared": 3.757,
  "homo_ev": [-10.818, -10.971]
}

---

2.
{
  "formula": "C20H60ClO14",
  "method": "ωB97M-V with the def2-TZVPD basis set",
  "species": ["Cl", "O", "O", "O", "O", "C", "C", "O", "H", "H", "H", "H", "H", "H", "C", "C", "O", "H", "H", "H", "H", "H", "H", "C", "C", "O", "H", "H", "H", "H", "H", "H", "C", "C", "O", "H", "H", "H", "H", "H", "H", "C", "C", "O", "H", "H", "H", "H", "H", "H", "C", "C", "O", "H", "H", "H", "H", "H", "H", "C", "C", "O", "H", "H", "H", "H", "H", "H", "C", "C", "O", "H", "H", "H", "H", "H", "H", "C", "C", "O", "H", "H", "H", "H", "H", "H", "C", "C", "O", "H", "H", "H", "H", "H", "H"],
  "xyz": [[-1.866485, 6.530730, 18.368658], [-2.748811, 6.183375, 17.275171], [-1.179244, 5.348527, 18.834946], [-0.880396, 7.499962, 17.889185], [-2.585553, 7.132275, 19.453646], [2.215627, 8.001037, 16.551585], [3.680583, 8.344706, 16.737518], [3.967313, 9.711954, 16.446860], [1.876738, 8.236194, 15.538863], [1.623082, 8.610328, 17.231413], [2.032725, 6.948598, 16.759526], [4.314318, 7.665037, 16.152761], [3.941476, 8.188626, 17.785866], [3.915767, 9.823339, 15.493563], [-2.177248, 2.110536, 19.033332], [-0.955975, 1.821163, 19.883228], [-0.668641, 0.429497, 19.965212], [-3.090313, 1.726383, 19.495976], [-2.045423, 1.617520, 18.066730], [-2.347293, 3.178874, 18.885195], [-1.070797, 2.223524, 20.889758], [-0.101690, 2.373103, 19.469977], [-0.277399, 0.175313, 19.125335], [-3.033724, 4.321940, 21.909356], [-3.182768, 4.631642, 23.368589], [-2.999235, 6.037985, 23.589150], [-3.414330, 3.326867, 21.668770], [-2.012200, 4.398741, 21.531092], [-3.583105, 5.033579, 21.287415], [-2.491975, 4.046243, 23.985344], [-4.198578, 4.371448, 23.695946], [-2.994877, 6.173719, 24.541116], [0.298167, 4.062943, 16.387259], [1.341358, 3.616977, 15.390006], [1.703423, 4.731302, 14.566696], [0.700084, 4.936471, 16.908468], [0.042818, 3.308840, 17.126157], [-0.580725, 4.473177, 15.889267], [0.928481, 2.819876, 14.755453], [2.234070, 3.226467, 15.888173], [2.640695, 4.672754, 14.371165], [-4.905725, 8.747161, 17.698380], [-4.845667, 10.122075, 18.341580], [-3.586837, 10.317164, 18.950147], [-4.757203, 7.910875, 18.375753], [-4.172402, 8.661805, 16.893617], [-5.880781, 8.598808, 17.206133], [-5.634623, 10.228277, 19.094687], [-5.019571, 10.897981, 17.580260], [-3.000969, 10.668008, 18.265895], [-5.547493, 4.032453, 18.918405], [-6.980078, 4.044070, 18.384736], [-7.123557, 3.169964, 17.274035], [-4.870893, 4.615994, 18.291205], [-5.183988, 3.003919, 18.949557], [-5.506520, 4.474308, 19.916048], [-7.219937, 5.064269, 18.082833], [-7.678004, 3.781092, 19.187568], [-7.359027, 2.295347, 17.590204], [1.380083, 9.515671, 19.867717], [0.121121, 10.382023, 19.677521], [-1.045840, 9.713860, 20.064346], [2.237095, 9.921092, 19.316513], [1.178559, 8.531736, 19.430559], [1.685710, 9.351774, 20.903408], [0.129946, 10.628565, 18.604433], [0.243803, 11.295442, 20.264373], [-0.981186, 8.881776, 19.564499], [-0.089118, 7.029723, 22.009223], [-0.715113, 8.123106, 22.849105], [-2.064232, 8.381106, 22.496967], [0.989513, 6.989322, 22.235718], [-0.161399, 7.268560, 20.954944], [-0.483006, 6.038099, 22.228860], [-0.133821, 9.034837, 22.700979], [-0.667535, 7.841437, 23.912987], [-2.492509, 7.580823, 22.828926], [-0.299495, 10.604744, 15.348081], [-1.688762, 10.436361, 15.915096], [-1.913735, 11.316159, 17.034850], [-0.173276, 11.595444, 14.900591], [-0.078411, 9.830678, 14.613754], [0.429822, 10.510578, 16.156060], [-1.818019, 9.429220, 16.312592], [-2.466405, 10.607156, 15.163059], [-1.584540, 12.193145, 16.820669], [-6.538993, 5.791946, 15.134260], [-5.553031, 6.158432, 14.046479], [-4.801942, 7.297803, 14.440841], [-7.224405, 6.637900, 15.264272], [-6.065001, 5.664908, 16.109001], [-7.174298, 4.920306, 14.962277], [-6.079130, 6.419435, 13.127424], [-4.867852, 5.331802, 13.827735], [-4.172399, 6.994588, 15.107884]],
  "atomic_forces_ev_per_a": [[0.48, 0.58, 0.02], [-0.10, -0.11, 0.01], [-0.01, -0.18, -0.06], [-0.10, -0.27, 0.00], [-0.28, -0.28, -0.04], [0.10, 0.42, -0.05], [-0.21, -0.30, 0.15], [0.17, -0.13, -0.01], [0.06, -0.20, -0.04], [-0.12, -0.14, 0.03], [-0.11, -0.01, -0.03], [0.05, 0.16, -0.07], [0.10, 0.14, -0.01], [-0.09, 0.04, 0.00], [-0.29, -0.09, 0.13], [0.10, 0.79, -0.26], [0.07, -0.04, 0.20], [0.11, -0.23, 0.00], [-0.15, 0.14, -0.09], [0.32, -0.01, -0.08], [-0.12, -0.34, 0.12], [0.02, -0.14, -0.03], [-0.05, -0.07, -0.01], [0.13, 0.17, -0.84], [-0.47, 0.06, 0.20], [0.08, -0.56, 0.31], [0.05, -0.04, 0.14], [0.06, -0.05, 0.26], [-0.14, 0.04, 0.21], [0.13, 0.09, -0.07], [0.05, -0.05, -0.04], [0.00, 0.16, -0.01], [0.52, 1.04, -0.04], [-0.27, -0.27, -0.21], [0.01, 0.00, 0.03], [-0.02, -0.21, 0.27], [-0.15, -0.10, -0.09], [-0.18, -0.41, -0.03], [0.18, 0.00, -0.01], [-0.06, -0.03, 0.10], [-0.02, -0.01, -0.05], [-0.80, -0.06, -0.77], [0.35, -0.34, -0.06], [-0.63, 0.29, 0.16], [0.19, 0.21, 0.28], [0.14, 0.03, 0.15], [0.07, 0.06, 0.09], [0.15, 0.00, 0.07], [-0.12, -0.07, 0.00], [0.22, -0.04, 0.29], [-0.16, 0.09, -0.07], [0.59, 0.12, 0.58], [-0.30, 0.18, -0.33], [-0.03, -0.09, -0.10], [0.05, 0.02, 0.16], [0.00, -0.09, 0.02], [-0.19, -0.13, -0.29], [-0.04, -0.08, -0.09], [0.08, 0.01, 0.09], [0.05, -0.24, -0.19], [1.20, -0.27, -0.05], [0.75, 0.00, -0.26], [-0.08, 0.13, 0.10], [0.04, 0.00, 0.05], [-0.20, 0.13, 0.06], [-0.36, 0.28, 0.12], [-0.33, 0.09, -0.08], [-0.81, 0.05, 0.20], [0.89, 0.00, 0.26], [-0.10, 0.07, -0.17], [0.44, -0.18, 0.55], [-0.14, -0.03, 0.01], [-0.29, -0.17, -0.13], [-0.25, 0.05, -0.17], [-0.19, 0.13, 0.07], [0.19, 0.12, 0.02], [-0.49, 0.14, -0.46], [0.15, 0.09, 0.27], [-0.22, 0.03, 0.31], [0.18, -0.12, -0.50], [0.01, -0.07, -0.13], [-0.05, 0.07, -0.12], [0.00, -0.03, -0.05], [0.02, 0.02, 0.04], [0.08, -0.01, -0.05], [-0.03, 0.03, -0.02], [-0.77, 0.41, 0.42], [0.17, -0.23, 0.29], [0.15, -0.05, -0.20], [0.06, -0.01, -0.03], [0.28, -0.13, -0.15], [0.30, -0.12, -0.26], [0.05, 0.03, -0.03], [-0.12, -0.07, -0.07], [0.00, 0.18, 0.12]],
  "mulliken_charge": [1.1060, -0.5009, -0.5088, -0.3650, -0.5998, 0.2525, -0.6613, -0.5216, 0.3370, -0.3252, -0.1127, 0.3666, 0.2986, 0.2993, -0.7095, -0.2745, -0.5790, 0.2764, 0.4627, 0.0563, 0.2349, 0.2214, 0.3257, -0.1183, -0.5779, -0.4762, 0.4511, -0.0760, -0.0827, 0.3303, 0.3336, 0.2266, -0.0318, -0.4581, -0.4940, -0.1383, 0.0082, 0.1721, 0.2628, 0.3471, 0.2860, 0.1867, -0.6231, -0.3205, -0.0756, -0.2098, 0.3075, 0.3000, 0.3029, 0.1923, 0.1229, -0.8103, -0.5051, -0.1433, 0.0963, 0.1988, 0.3250, 0.4670, 0.2895, -0.8424, 0.2121, -0.2812, 0.4539, 0.0241, 0.2813, -0.3151, 0.4586, -0.1404, -0.4195, -0.5340, -0.4955, 0.3854, -0.1791, 0.2618, 0.2880, 0.3638, 0.4388, -1.2246, 0.4494, -0.5652, 0.4169, 0.3195, 0.2474, -0.2399, 0.2855, 0.2576, -0.4338, -0.3680, -0.4895, 0.2589, -0.1846, 0.3649, 0.2860, 0.2857, 0.2285],
  "total_charge": -1,
  "e_lumo_ev": 2.465,
  "homo_ev": -6.167
}

---

Electronic energy values (in hartree) by entry order: -2493.42848, -2311.27233.